Below is a 2-piece molecular cluster, C2H5NS3 overall, with properties calculated with wB97M-V/def2-TZVPD.

Last column: natural (NBO) charge in e.
Element x y z (Å)
N1 0.37 0.81 1.65  -0.765
C1 -0.79 1.34 1.24  -0.075
S1 -1.70 2.42 2.07  -0.165
H1 0.74 1.07 2.55  0.402
H2 0.88 0.15 1.09  0.398
H3 -1.09 0.98 0.25  0.190
S2 -0.20 -1.42 -0.18  0.030
C2 1.19 -1.39 -1.01  -0.504
S3 1.41 -1.30 -2.72  0.135
H4 2.16 -1.42 -0.50  0.211
H5 0.11 -1.28 -3.04  0.143

Summary:
Lowest unoccupied orbital energy ... -0.90 eV
E_HOMO ... -8.2 eV
Charge ... 0

---

Below is a 3-piece molecular cluster, C6H14O2 overall at a distorted geometry, with properties calculated with wB97M-V/def2-TZVPD.

Last column: natural (NBO) charge in e.
Element x y z (Å)
C1 -0.32 0.06 -2.01  -0.395
C2 0.70 0.63 -1.36  -0.198
C3 0.87 0.77 0.09  -0.039
C4 0.97 1.89 0.82  -0.382
C5 0.79 -0.44 0.97  -0.436
C6 1.90 -1.48 1.14  -0.613
H1 -0.05 -0.27 -3.01  0.210
H2 -1.22 -0.26 -1.52  0.190
H3 1.54 1.00 -1.93  0.213
H4 0.86 2.94 0.51  0.189
H5 1.28 1.91 1.86  0.199
H6 0.32 -0.26 1.96  0.223
H7 -0.10 -1.01 0.70  0.205
H8 1.70 -2.34 1.79  0.220
H9 2.80 -1.09 1.62  0.205
H10 2.24 -1.77 0.14  0.203
O1 -2.29 1.67 0.85  -0.960
H11 -2.71 1.61 0.01  0.476
H12 -1.57 2.32 0.91  0.485
O2 -1.74 -2.56 -0.67  -0.936
H13 -1.74 -1.99 -1.45  0.469
H14 -0.88 -2.50 -0.25  0.472

Summary:
Lowest unoccupied orbital energy ... 0.60 eV
E_HOMO ... -9.5 eV
Charge ... 0

---

Below is C5H10F9N2OOs as an isolated structure at a distorted geometry, with properties calculated with wB97M-V/def2-TZVPD.

Last column: natural (NBO) charge in e.
Element x y z (Å)
C1 3.56 1.10 -1.43  -0.847
Os1 0.50 0.41 -1.34  1.190
N1 -1.28 -0.60 -1.44  -1.116
N2 0.42 1.04 -3.28  -1.059
H1 -1.98 -0.01 -0.93  0.428
H2 2.85 0.23 -1.41  0.163
H3 4.32 0.95 -0.64  0.259
H4 3.04 2.06 -1.25  0.217
H5 4.04 1.25 -2.39  0.231
H6 -0.37 1.66 -3.45  0.431
H7 0.32 0.27 -3.95  0.424
H8 1.24 1.55 -3.60  0.439
H9 -1.75 -0.84 -2.33  0.406
H10 -1.19 -1.47 -0.93  0.439
F1 -2.83 0.80 1.15  -0.311
C2 -2.35 -0.41 1.54  0.952
F2 -2.88 -0.69 2.76  -0.283
F3 -2.86 -1.34 0.68  -0.328
C3 -0.74 -0.41 1.58  0.040
O1 -0.01 -0.01 0.49  -0.779
C4 -0.34 0.59 2.73  0.965
F4 -0.87 0.35 3.95  -0.291
F5 1.01 0.62 2.87  -0.302
F6 -0.75 1.82 2.32  -0.311
C5 -0.36 -1.88 2.00  0.957
F7 -0.86 -2.26 3.21  -0.290
F8 -0.85 -2.76 1.07  -0.327
F9 0.98 -2.03 2.04  -0.296

Summary:
Lowest unoccupied orbital energy (alpha / beta) ... -3.90 / -5.23 eV
Expectation value of S² ... 6.0106
E_HOMO (alpha / beta) ... -11.8 / -13.2 eV
Charge ... +1
Multiplicity ... 5

---

Below is C41H55F3NNbO8PS as an isolated structure at a distorted geometry, with properties calculated with wB97M-V/def2-TZVPD.

Last column: Löwdin charge in e.
Element x y z (Å)
C1 -4.51 -4.20 -2.22  -0.023
C2 -3.89 -3.26 -1.77  -0.296
Nb1 -2.80 -1.42 -1.18  1.530
C3 -1.77 0.37 -0.36  -0.307
C4 -0.36 0.16 0.24  -0.250
C5 -0.35 0.33 1.74  -0.179
O1 -0.62 1.72 2.04  -0.017
C6 -0.58 2.16 3.31  -0.535
C7 0.63 1.74 4.12  0.003
O2 -1.41 2.92 3.73  0.104
C8 -3.77 -0.19 -2.81  -0.318
C9 -4.87 -0.81 -3.61  -0.238
O3 -5.22 0.00 -4.79  -0.031
C10 -5.88 1.15 -4.59  -0.564
C11 -5.72 2.07 -5.78  0.012
O4 -6.52 1.41 -3.60  0.095
C12 -1.33 -1.70 -2.82  -0.416
C13 -0.42 -0.53 -3.23  -0.136
C14 -0.60 -3.05 -2.63  -0.242
C15 0.89 -3.01 -2.24  -0.262
C16 1.85 -2.89 -3.43  -0.115
P1 -4.84 -0.55 0.22  0.427
N1 -5.58 -1.84 0.71  -0.202
O5 -4.37 0.38 1.49  -0.246
O6 -5.79 0.46 -0.63  -0.246
S1 -1.80 -2.91 0.71  0.603
O7 -2.26 -2.19 1.91  -0.430
O8 -0.35 -3.15 0.62  -0.413
C17 -2.46 -4.64 1.00  -0.757
F1 -1.98 -5.09 2.15  0.120
F2 -3.78 -4.67 1.05  0.122
F3 -2.05 -5.47 0.04  0.106
H1 -5.04 -5.03 -2.65  0.009
H2 -2.36 0.92 0.38  0.029
H3 -1.72 1.02 -1.25  0.031
H4 0.09 -0.81 -0.01  0.065
H5 0.33 0.92 -0.17  0.111
H6 0.64 0.06 2.13  0.118
H7 -1.12 -0.28 2.22  0.109
H8 1.53 2.17 3.69  0.097
H9 0.50 2.13 5.13  0.079
H10 0.73 0.65 4.16  0.071
H11 -4.12 0.72 -2.32  0.036
H12 -2.96 0.08 -3.50  0.036
H13 -4.55 -1.75 -4.07  0.097
H14 -5.78 -0.99 -3.03  0.109
H15 -4.76 2.59 -5.69  0.080
H16 -5.71 1.51 -6.71  0.080
H17 -6.53 2.81 -5.78  0.081
H18 -2.00 -1.83 -3.69  0.075
H19 -0.98 0.40 -3.28  0.031
H20 0.01 -0.69 -4.24  0.069
H21 0.42 -0.39 -2.55  0.063
H22 -1.13 -3.70 -1.91  0.055
H23 -0.68 -3.59 -3.59  0.109
H24 1.09 -3.94 -1.69  0.103
H25 1.06 -2.21 -1.52  0.084
H26 2.78 -3.43 -3.22  0.068
H27 2.14 -1.84 -3.60  0.060
H28 1.44 -3.32 -4.34  0.052
H29 -5.55 -1.94 1.72  -0.024
H30 -4.75 1.27 1.44  0.057
H31 -6.46 0.89 -0.08  0.066
C18 4.74 0.61 7.26  -0.109
C19 5.11 -0.65 6.81  -0.098
C20 4.14 -1.56 6.40  -0.095
C21 2.80 -1.21 6.45  -0.089
C22 2.43 0.05 6.90  -0.100
C23 3.40 0.96 7.30  -0.097
H32 5.49 1.32 7.57  0.094
H33 6.15 -0.93 6.77  0.098
H34 4.43 -2.54 6.05  0.100
H35 2.04 -1.91 6.13  0.105
H36 1.38 0.33 6.93  0.098
H37 3.11 1.94 7.65  0.095
C24 -1.42 3.31 -3.34  -0.096
C25 -1.06 3.41 -4.68  -0.094
C26 -0.07 4.30 -5.06  -0.103
C27 0.56 5.09 -4.11  -0.106
C28 0.20 4.99 -2.77  -0.099
C29 -0.79 4.10 -2.39  -0.084
H38 -2.19 2.61 -3.03  0.087
H39 -1.55 2.79 -5.41  0.100
H40 0.21 4.39 -6.11  0.096
H41 1.33 5.79 -4.41  0.095
H42 0.70 5.60 -2.03  0.098
H43 -1.07 4.01 -1.34  0.105
C30 3.79 -2.81 -7.94  -0.099
C31 3.41 -3.56 -9.05  -0.106
C32 2.07 -3.90 -9.23  -0.104
C33 1.12 -3.48 -8.31  -0.093
C34 1.50 -2.73 -7.21  -0.096
C35 2.84 -2.39 -7.02  -0.093
H44 4.83 -2.55 -7.80  0.098
H45 4.15 -3.89 -9.76  0.096
H46 1.77 -4.49 -10.09  0.097
H47 0.08 -3.74 -8.45  0.101
H48 0.76 -2.40 -6.49  0.094
H49 3.13 -1.81 -6.16  0.098
C36 4.58 4.77 10.73  -0.097
C37 4.22 3.48 10.38  -0.095
C38 5.18 2.47 10.37  -0.103
C39 6.50 2.76 10.71  -0.096
C40 6.85 4.06 11.06  -0.101
C41 5.89 5.06 11.07  -0.101
H50 3.83 5.56 10.73  0.100
H51 3.20 3.25 10.11  0.099
H52 4.90 1.46 10.09  0.095
H53 7.24 1.98 10.70  0.100
H54 7.88 4.29 11.33  0.098
H55 6.17 6.08 11.34  0.098

Summary:
Lowest unoccupied orbital energy ... 1.48 eV
E_HOMO ... -5.3 eV
Charge ... -1

---

Below is C30H30I2N7O4S2Sc as an isolated structure at a distorted geometry, with properties calculated with wB97M-V/def2-TZVPD.

Last column: Löwdin charge in e.
Element x y z (Å)
Sc1 -0.11 -0.27 -0.23  0.981
N1 1.65 -3.49 2.74  0.060
C1 1.86 -2.44 1.89  -0.940
S1 2.47 -0.95 2.49  0.532
N2 1.68 -2.75 0.61  0.000
N3 1.73 -1.62 -0.16  -0.073
C2 2.53 -1.53 -1.15  -0.173
C3 3.43 -2.62 -1.59  -0.162
C4 4.80 -2.41 -1.74  -0.041
C5 5.64 -3.43 -2.16  -0.081
C6 5.11 -4.68 -2.45  -0.087
C7 3.74 -4.90 -2.31  -0.069
C8 2.91 -3.88 -1.87  -0.028
C9 2.60 -0.18 -1.77  -0.195
C10 3.33 0.10 -2.92  0.009
C11 3.49 1.41 -3.32  -0.041
C12 2.92 2.42 -2.56  -0.055
C13 2.15 2.05 -1.47  -0.141
N4 1.98 0.79 -1.09  0.084
H1 1.69 -3.28 3.72  0.066
H2 1.08 -4.25 2.42  0.088
H3 5.23 -1.44 -1.49  0.120
H4 6.70 -3.26 -2.25  0.101
H5 5.76 -5.48 -2.78  0.100
H6 3.33 -5.88 -2.53  0.104
H7 1.85 -4.06 -1.74  0.067
H8 3.77 -0.71 -3.48  0.121
H9 4.05 1.65 -4.21  0.113
H10 3.05 3.47 -2.81  0.107
H11 1.65 2.80 -0.85  0.105
I1 -4.34 -0.47 -6.77  0.841
C14 -2.94 -0.56 -5.22  -0.749
C15 -2.62 -1.78 -4.65  -0.233
C16 -1.70 -1.84 -3.62  -0.614
I2 -1.16 -3.71 -2.88  0.989
C17 -1.09 -0.68 -3.12  -0.385
O1 -0.21 -0.68 -2.14  -0.222
C18 -1.41 0.54 -3.74  -0.162
C19 -0.71 1.76 -3.23  -0.138
N5 -1.04 1.98 -1.81  -0.052
C20 -2.42 2.42 -1.65  -0.139
C21 -3.05 2.00 -0.36  -0.268
C22 -3.97 2.83 0.28  -0.034
C23 -4.66 2.36 1.38  -0.060
C24 -4.43 1.07 1.80  -0.048
C25 -3.49 0.31 1.12  -0.127
N6 -2.78 0.77 0.08  0.112
C26 -2.33 0.60 -4.78  -0.125
H12 -3.08 -2.69 -5.01  0.076
H13 -0.97 2.63 -3.85  0.126
H14 0.37 1.61 -3.29  0.108
H15 -0.41 2.66 -1.41  0.083
H16 -3.00 1.95 -2.44  0.133
H17 -2.53 3.51 -1.78  0.126
H18 -4.14 3.83 -0.11  0.114
H19 -5.38 3.00 1.89  0.110
H20 -4.96 0.64 2.64  0.110
H21 -3.29 -0.70 1.43  0.095
H22 -2.56 1.55 -5.23  0.099
O2 -0.76 -0.94 1.79  -0.218
N7 -1.36 -1.93 1.34  -0.136
O3 -1.43 -1.89 0.08  -0.219
O4 0.02 1.54 0.88  -0.609
S2 -0.66 2.00 2.17  1.026
C27 0.63 2.02 3.42  -0.307
C28 1.30 3.39 3.35  -0.215
C29 0.16 4.39 3.13  -0.224
C30 -0.68 3.80 2.00  -0.291
H23 1.26 1.15 3.21  0.001
H24 0.12 1.86 4.38  0.106
H25 2.00 3.41 2.51  0.121
H26 1.87 3.60 4.26  0.119
H27 0.52 5.38 2.87  0.116
H28 -0.43 4.47 4.04  0.115
H29 -0.21 3.97 1.02  0.093
H30 -1.71 4.14 1.97  0.083

Summary:
Lowest unoccupied orbital energy ... -0.10 eV
E_HOMO ... -6.9 eV
Charge ... 0

---

Below is a 10-piece molecular cluster, C12H44O10 overall at a distorted geometry, with properties calculated with wB97M-V/def2-TZVPD.

Last column: natural (NBO) charge in e.
Element x y z (Å)
C1 -2.63 -1.13 -0.62  -0.636
C2 -3.27 -1.41 -1.99  0.088
C3 -3.27 -0.26 -2.91  -0.634
O1 -2.63 -2.51 -2.66  -0.738
H1 -1.62 -0.76 -0.77  0.209
H2 -2.56 -2.13 -0.19  0.206
H3 -3.30 -0.55 0.01  0.230
H4 -4.32 -1.69 -1.92  0.163
H5 -2.33 0.27 -3.08  0.203
H6 -3.94 0.56 -2.65  0.219
H7 -3.69 -0.51 -3.89  0.224
H8 -2.94 -3.31 -2.23  0.472
C4 0.28 -0.83 -4.25  -0.631
C5 1.21 -1.88 -3.59  0.103
C6 1.72 -1.55 -2.17  -0.646
O2 0.27 -2.93 -3.46  -0.742
H9 -0.44 -0.43 -3.54  0.208
H10 -0.06 -1.16 -5.23  0.230
H11 0.96 -0.02 -4.49  0.189
H12 2.02 -2.18 -4.25  0.176
H13 2.32 -0.67 -2.36  0.198
H14 2.35 -2.35 -1.76  0.207
H15 0.94 -1.26 -1.46  0.219
H16 -0.46 -2.58 -2.95  0.477
C7 0.43 -0.28 5.00  -0.641
C8 1.11 1.10 4.69  0.111
C9 1.28 2.07 5.93  -0.623
O3 2.41 0.88 4.15  -0.744
H17 -0.38 -0.03 5.69  0.214
H18 1.17 -0.97 5.41  0.209
H19 0.00 -0.80 4.14  0.209
H20 0.50 1.59 3.93  0.161
H21 1.71 3.03 5.63  0.215
H22 1.87 1.58 6.70  0.209
H23 0.29 2.24 6.37  0.204
H24 2.38 0.13 3.56  0.471
C10 -0.68 3.55 -3.65  -0.630
C11 -0.22 3.46 -2.21  0.095
C12 0.24 2.13 -1.67  -0.631
O4 0.78 4.32 -1.85  -0.720
H25 -1.28 4.46 -3.69  0.218
H26 -1.36 2.77 -4.02  0.220
H27 0.20 3.61 -4.29  0.218
H28 -1.02 3.77 -1.54  0.140
H29 -0.55 1.38 -1.52  0.210
H30 0.61 2.22 -0.65  0.200
H31 0.99 1.61 -2.26  0.207
H32 1.17 4.02 -1.02  0.469
O5 0.74 -0.02 0.75  -1.001
H33 0.25 -0.76 1.11  0.490
H34 1.66 -0.25 0.91  0.490
O6 3.34 -2.06 2.42  -0.962
H35 3.41 -1.39 1.74  0.473
H36 2.97 -2.82 1.97  0.451
O7 3.40 -0.08 0.89  -0.949
H37 3.60 0.83 1.11  0.511
H38 4.01 -0.29 0.18  0.499
O8 -1.54 1.44 1.71  -0.958
H39 -1.61 2.38 1.54  0.465
H40 -0.85 1.14 1.12  0.489
O9 0.07 -2.54 1.66  -0.965
H41 0.32 -3.10 2.39  0.494
H42 0.48 -2.95 0.89  0.491
O10 -2.21 -2.29 3.37  -0.950
H43 -1.45 -2.21 2.79  0.473
H44 -2.84 -1.65 3.02  0.472

Summary:
Lowest unoccupied orbital energy ... -0.20 eV
E_HOMO ... -9.6 eV
Charge ... 0